Entry 1:
13
Properties=species:S:1:pos:R:3:forces:R:3 method="wB97M-V/def2-TZVPD" de_lowest_ev=3.823 max_force_ev_per_a=0.30 orbital_gap_ev=10.25 homo_ev=-9.388 total_charge=0
O 0.53749 -1.20108 0.80102 -0.2 0.0 0.1
C 1.20859 -0.24753 -0.06001 0.1 0.0 0.0
C 0.17610 0.80264 -0.56069 0.0 0.0 0.0
C -1.20700 0.28451 -0.17157 0.2 0.1 0.2
O -1.46376 -0.91765 -0.51870 0.0 -0.1 0.0
H -0.24641 -0.39989 1.34420 0.1 -0.1 -0.2
H 1.65280 -0.81128 -0.88139 -0.1 0.1 0.1
H 2.00553 0.20220 0.53606 -0.1 0.0 -0.1
H 0.20848 0.87019 -1.65236 0.0 0.0 0.1
H 0.36627 1.79597 -0.14086 -0.1 -0.2 0.0
H -0.97285 0.31261 1.27880 -0.1 0.1 -0.1
H -2.01965 1.02619 -0.14411 0.1 -0.1 0.1
H -0.27660 -1.48158 0.17307 0.0 0.1 0.1


Entry 2:
13
Properties=species:S:1:pos:R:3:forces:R:3 method="wB97M-V/def2-TZVPD" de_lowest_ev=2.671 max_force_ev_per_a=7.87 orbital_gap_ev=10.11 homo_ev=-9.638 total_charge=0
C -0.97208 -0.42697 0.20365 -1.2 -2.1 -1.6
C -0.13648 0.67522 -0.32192 -0.8 2.5 0.2
C 1.22681 0.40173 0.19916 0.6 1.0 1.1
H -2.38438 -0.02044 -1.02591 -0.5 -0.4 1.4
H -0.56235 -1.33884 -0.35707 -0.8 0.7 1.4
H -1.01141 -0.50291 1.27181 0.9 -0.3 0.6
H -0.47018 1.61238 0.21677 0.1 -0.5 -1.2
H -0.22565 0.68432 -1.45377 0.3 0.4 1.3
H 1.03673 0.23884 1.28907 0.7 0.4 -0.5
H 2.06621 1.10771 0.03162 -0.9 0.5 0.3
H 2.19758 -1.39155 0.42879 -2.7 2.9 -4.4
O -2.36979 -0.28407 -0.06465 0.2 0.7 -2.2
O 1.60499 -0.75542 -0.41756 4.2 -5.7 3.4


Entry 3:
13
Properties=species:S:1:pos:R:3:forces:R:3 method="wB97M-V/def2-TZVPD" de_lowest_ev=1.560 max_force_ev_per_a=1.57 orbital_gap_ev=10.83 homo_ev=-10.018 total_charge=0 smiles="CC=O.CO"
C 1.81659 -0.99109 0.23760 -0.7 1.2 -0.6
C 2.23615 0.42993 0.55378 1.2 -0.5 0.3
O 1.83126 1.38439 -0.04473 -0.5 0.2 -0.2
H 2.57331 -1.37750 -0.44349 0.0 -0.2 0.0
H 1.64462 -1.67549 1.06000 0.2 0.1 0.2
H 0.90274 -0.78397 -0.33116 0.0 -0.7 0.0
H 3.07504 0.57201 1.26495 -0.2 -0.1 0.2
C -2.46594 0.60262 -0.66874 0.7 0.6 0.2
O -2.31918 0.20872 0.68961 -0.3 0.0 -0.2
H -3.09625 1.48246 -0.59669 -0.3 -0.1 -0.5
H -2.83358 -0.16884 -1.34446 -0.5 -0.1 0.2
H -1.51360 0.93398 -1.10118 0.1 0.0 0.2
H -1.85116 -0.61721 0.72449 0.3 -0.5 0.1


Entry 4:
13
Properties=species:S:1:pos:R:3:forces:R:3 method="wB97M-V/def2-TZVPD" de_lowest_ev=1.222 max_force_ev_per_a=1.37 orbital_gap_ev=10.91 homo_ev=-9.940 total_charge=0 smiles=OCCCO
O 0.56978 1.95930 -1.34090 -0.4 0.2 0.5
C -0.34121 0.92599 -0.92895 1.2 -0.1 0.2
C 0.34778 0.10519 0.17004 -1.0 0.5 0.2
C -0.59844 -0.83155 0.95682 1.3 -0.3 -0.4
O -0.03750 -2.12998 1.11425 0.1 -0.6 0.0
H 0.88072 1.77073 -2.21840 0.1 -0.1 -0.4
H -0.53279 0.30393 -1.80234 -0.6 -0.1 0.1
H -1.22023 1.40704 -0.50709 -0.3 0.0 -0.3
H 0.67913 0.85713 0.88716 0.7 -0.1 -0.2
H 1.15861 -0.45151 -0.28911 0.2 -0.1 0.3
H -1.50536 -1.01230 0.39369 -0.4 0.2 0.2
H -0.74920 -0.41079 1.94637 -0.7 0.2 0.0
H 0.55246 -2.18863 1.87289 -0.1 0.3 -0.1


Entry 5:
13
Properties=species:S:1:pos:R:3:forces:R:3 method="wB97M-V/def2-TZVPD" de_lowest_ev=0.845 max_force_ev_per_a=2.64 orbital_gap_ev=10.45 homo_ev=-9.715 total_charge=0 smiles="CC(C)=O.O"
C 1.48854 1.29877 0.62146 -0.3 0.8 -0.2
C 0.53309 0.12130 0.64463 2.0 -1.6 0.8
C -0.85034 0.29041 0.07714 -0.4 -0.2 0.4
O 1.01995 -0.94421 1.04965 -1.6 1.4 -0.8
H 0.96180 2.24598 0.41665 0.3 -0.3 0.0
H 2.20750 1.11257 -0.19404 -0.2 0.1 0.3
H 2.04782 1.40440 1.56626 -0.3 -0.3 -0.4
H -0.76893 0.64283 -0.96487 -0.1 0.1 0.4
H -1.39785 1.04783 0.66294 0.3 -0.1 -0.3
H -1.42962 -0.64818 0.08685 0.3 0.9 0.4
O -1.56076 -2.17524 -1.04558 0.9 -0.5 -1.4
H -1.55845 -2.68448 -1.88756 0.0 0.4 0.9
H -0.69274 -1.71193 -1.03354 -0.8 -0.9 -0.1


Entry 6:
13
Properties=species:S:1:pos:R:3:forces:R:3 method="wB97M-V/def2-TZVPD" de_lowest_ev=3.689 max_force_ev_per_a=0.36 orbital_gap_ev=8.70 homo_ev=-8.735 total_charge=0
O 0.45580 -0.77038 1.59995 0.0 0.2 0.2
C 1.03785 -0.71716 -0.35511 0.0 0.0 -0.3
C 0.17192 0.04094 -1.15019 0.3 -0.2 -0.1
C -1.13087 0.85287 -0.03444 -0.1 0.3 0.0
O -1.70180 -0.01366 0.70344 0.1 0.0 0.0
H 0.81559 0.01632 2.03169 0.0 -0.2 0.0
H 0.94431 -1.79489 -0.30228 0.0 0.2 0.0
H 2.01207 -0.33199 -0.07023 -0.2 0.0 0.0
H -0.49175 -0.52716 -1.79692 0.0 0.1 0.1
H 0.59913 0.93250 -1.60645 -0.1 -0.1 0.1
H -0.43883 1.58463 0.42821 -0.1 -0.1 0.0
H -1.71957 1.31785 -0.84162 0.1 -0.1 0.1
H -0.54716 -0.52946 1.40613 0.0 0.0 0.0


Entry 7:
13
Properties=species:S:1:pos:R:3:forces:R:3 method="wB97M-V/def2-TZVPD" de_lowest_ev=1.930 max_force_ev_per_a=4.67 orbital_gap_ev=10.62 homo_ev=-9.893 total_charge=0 smiles=C[C@H](O)CO
C 0.83369 -0.97910 -0.59801 -0.3 0.3 0.3
C 0.43860 0.41828 -0.13052 -1.7 0.8 -1.6
O 1.07124 0.79297 1.07059 -0.5 -0.3 0.6
C -1.20921 0.67195 -0.10164 2.3 0.4 -2.5
O -1.83682 -0.27990 0.69134 3.7 0.7 2.8
H 0.41516 -1.73581 0.06710 0.0 -0.1 0.0
H 0.45183 -1.16528 -1.59955 -0.1 0.0 0.0
H 1.91843 -1.07335 -0.61979 0.0 0.0 0.1
H 0.78285 1.15297 -0.86343 0.1 0.0 0.0
H 0.98060 0.06155 1.69430 0.3 0.1 0.1
H -1.55308 0.55235 -1.13389 0.0 0.3 0.0
H -1.33523 1.70280 0.25361 -0.2 -0.1 -0.1
H -0.95807 -0.11944 1.26989 -3.7 -2.0 0.3


Entry 8:
13
Properties=species:S:1:pos:R:3:forces:R:3 method="wB97M-V/def2-TZVPD" de_lowest_ev=1.564 max_force_ev_per_a=1.46 orbital_gap_ev=10.99 homo_ev=-10.172 total_charge=0 smiles="C=CCO.O"
C 1.45631 0.25480 0.49151 -0.6 -0.5 -0.8
C 0.43167 1.09373 0.59339 0.5 0.1 1.2
C -1.03126 0.75537 0.55095 0.1 -0.8 0.0
O -1.33818 -0.64737 0.50371 -0.1 0.5 -0.9
H 2.51152 0.45347 0.60370 -0.1 0.6 0.2
H 1.27075 -0.74310 0.10670 0.0 -0.2 0.2
H 0.61958 2.10349 0.94683 0.0 0.1 -0.2
H -1.54037 1.11259 1.44742 0.2 0.5 0.0
H -1.47295 1.21670 -0.32967 -0.2 0.1 0.0
H -0.59294 -1.12602 0.85026 0.5 -0.3 0.4
O -0.18622 -1.41651 -2.24446 -1.0 0.8 -0.7
H -0.69756 -1.10287 -1.47443 0.7 -0.7 0.0
H 0.56965 -1.95427 -2.04592 0.2 -0.2 0.7


Entry 9:
13
Properties=species:S:1:pos:R:3:forces:R:3 method="wB97M-V/def2-TZVPD" de_lowest_ev=1.863 max_force_ev_per_a=3.24 orbital_gap_ev=9.06 homo_ev=-8.500 total_charge=0 smiles="C/C=C/O.O"
C -1.27444 -0.47454 -2.36565 0.0 1.5 -0.2
C -1.25431 -0.28598 -0.87338 1.2 1.4 2.7
C -0.15691 -0.44469 -0.05605 1.0 -0.6 -0.3
O -0.11545 -0.32381 1.34974 -0.4 0.8 -0.6
H -1.62455 0.55826 -2.79944 0.3 -2.2 0.4
H -0.26158 -0.63675 -2.79611 -0.7 -0.2 0.4
H -1.95644 -1.32387 -2.57771 0.3 0.7 -0.5
H -2.16463 0.27303 -0.42489 1.5 -1.4 -0.6
H 0.90367 -0.83545 -0.36355 -2.3 0.7 -0.3
H 0.66718 0.18209 1.70441 -0.9 -0.6 -0.9
O 2.26000 1.15921 2.71007 -1.2 2.4 0.6
H 2.75808 0.42113 2.96923 1.2 -1.7 0.6
H 2.21938 1.73139 3.52334 0.0 -0.9 -1.3


Entry 10:
13
Properties=species:S:1:pos:R:3:forces:R:3 method="wB97M-V/def2-TZVPD" de_lowest_ev=1.593 max_force_ev_per_a=1.25 orbital_gap_ev=11.01 homo_ev=-10.047 total_charge=0 smiles="C=O.CCO"
C 0.10053 2.53546 0.39374 0.2 0.2 0.1
O 0.19156 2.64926 -0.79722 -0.1 -0.1 -0.1
H -0.77355 2.08912 0.87660 -0.2 -0.1 0.0
H 0.91536 2.87632 1.05834 0.0 0.0 0.0
C 0.73380 -1.34056 -0.55392 -0.5 1.0 0.5
C -0.46148 -1.30023 0.39677 0.2 0.1 -0.8
O -1.35028 -0.23726 0.07501 -0.1 0.2 0.1
H 1.17530 -0.33891 -0.55386 0.2 -0.1 0.0
H 1.48087 -2.03474 -0.19856 0.2 -0.4 -0.2
H 0.39962 -1.52904 -1.57079 0.1 -0.4 -0.1
H -0.12604 -1.10249 1.41082 0.0 -0.3 0.2
H -1.00790 -2.24020 0.32326 0.0 -0.2 0.4
H -1.27779 -0.02673 -0.86018 0.0 0.0 -0.1